Entry 1:
DFT (wB97M-V/def2-TZVPD) results for a 2-piece molecular cluster, C4H10NO3 overall.

Computed properties:
Frontier orbital gap (Eh): 0.2989
Total energy (eV): -11943.3101
Energy relative to the best compared isomer or geometry (same formula, charge and spin) (eV): 2.087
Charge: -1
Multiplicity: 1
HOMO energy (eV): -4.3

Last columns: bonded neighbours and bond lengths (Å).
Geometry (Å):
1 O -0.1062 1.4064 -2.2675  C2 1.228
2 C 0.3492 0.2952 -2.0091  O1 1.228, O3 1.215, C4 1.573
3 O 0.8942 -0.5436 -2.6981  C2 1.215
4 C -0.1456 -0.0979 -0.5689  C2 1.573, C5 1.475, H8 1.194, H9 1.104
5 C -0.0229 0.8744 0.5337  C4 1.475, C6 1.610, H10 1.159, H11 1.060
6 C -0.8057 0.2847 1.8104  C5 1.610, N7 1.525, H12 1.124, H13 1.148
7 N -1.0370 1.5397 2.6448  C6 1.525, H14 0.940, H15 0.955
8 H 0.3489 -1.1656 -0.3682  C4 1.194
9 H -1.1873 -0.4614 -0.6073  C4 1.104
10 H -0.4782 1.9149 0.3031  C5 1.159
11 H 1.0127 0.8636 0.7597  C5 1.060
12 H -1.8292 -0.1002 1.5490  C6 1.124
13 H -0.2439 -0.5455 2.3708  C6 1.148
14 H -1.0947 2.3759 2.2183  N7 0.940
15 H -0.6557 1.6317 3.5156  N7 0.955
16 H 1.5757 -1.9324 -2.3353  O18 1.071
17 H 1.3831 -3.4458 -2.5736  O18 0.909
18 O 2.0426 -2.8941 -2.2774  H16 1.071, H17 0.909

Entry 2:
DFT (wB97M-V/def2-TZVPD) results for a 14-piece molecular cluster, C41H69N13O2P overall.

Computed properties:
Frontier orbital gap (Eh): 0.2284
Total energy (eV): -76360.5778
Charge: +1
Multiplicity: 1
HOMO energy (eV): -10.0

Last columns: bonded neighbours and bond lengths (Å).
Geometry (Å):
1 C 4.8083 -0.5037 1.8421  C2 1.491, H19 1.177, H20 1.177
2 C 3.6214 0.3966 1.7794  C1 1.491, C3 1.640, H21 1.193
3 C 3.5723 1.8434 1.0090  C2 1.640, O4 1.349, O5 1.471
4 O 4.3830 2.8113 1.4833  C3 1.349
5 O 2.7409 2.1875 -0.1549  C3 1.471, C6 1.472
6 C 1.9294 1.0508 -0.6204  O5 1.472, C7 1.669, H22 1.174, H23 1.187
7 C 0.7858 1.7026 -1.6472  C6 1.669, C8 1.642, H24 1.174, H25 1.192
8 C -0.6685 1.0348 -1.2776  C7 1.642, C9 1.652, H26 1.182, H27 1.191
9 C -0.6929 -0.6162 -1.3443  C8 1.652, C10 1.657, H28 1.172, H29 1.171
10 C -2.1448 -1.0750 -0.6899  C9 1.657, C11 1.653, H30 1.176, H31 1.191
11 C -2.0374 -2.4409 0.2354  C10 1.653, P12 1.940, H32 1.171, H33 1.194
12 P -3.7205 -2.5839 1.1897  C11 1.940, C13 1.908, H34 1.441, H35 1.470
13 C -5.0400 -1.4815 0.3622  P12 1.908, C14 1.673, H36 1.192, H37 1.190
14 C -5.1308 0.0589 1.0082  C13 1.673, C15 1.638, H38 1.179, H39 1.172
15 C -5.1222 1.0785 -0.2732  C14 1.638, C16 1.636, H40 1.190, H41 1.189
16 C -5.5899 2.6140 0.0418  C15 1.636, C17 1.638, H42 1.194, H43 1.189
17 C -6.4730 2.8179 1.4058  C16 1.638, C18 1.659, H44 1.170, H45 1.194
18 C -5.4817 3.2381 2.6682  C17 1.659, H46 1.171, H47 1.192, H48 1.193
19 H 4.9582 -1.3521 1.0396  C1 1.177
20 H 5.5592 -0.3485 2.7353  C1 1.177
21 H 2.6083 0.0346 2.2955  C2 1.193
22 H 2.5444 0.2956 -1.2755  C6 1.174
23 H 1.2996 0.5286 0.2394  C6 1.187
24 H 1.0881 1.6198 -2.7786  C7 1.174
25 H 0.7164 2.8558 -1.3553  C7 1.192
26 H -1.5248 1.4000 -2.0058  C8 1.182
27 H -0.9604 1.4393 -0.1958  C8 1.191
28 H -0.7282 -0.9289 -2.4738  C9 1.172
29 H 0.1732 -1.1208 -0.7383  C9 1.171
30 H -2.8905 -1.1683 -1.5947  C10 1.176
31 H -2.4359 -0.2020 0.0666  C10 1.191
32 H -1.1781 -2.3631 1.0271  C11 1.171
33 H -1.8705 -3.4235 -0.4212  C11 1.194
34 H -3.5885 -2.4236 2.6153  P12 1.441
35 H -4.1449 -3.9758 0.9839  P12 1.470
36 H -6.1058 -1.9907 0.5226  C13 1.192
37 H -4.9262 -1.3840 -0.8187  C13 1.190
38 H -4.2301 0.2969 1.7302  C14 1.179
39 H -6.1144 0.0635 1.6460  C14 1.172
40 H -4.0047 1.1269 -0.6802  C15 1.190
41 H -5.7764 0.6621 -1.1751  C15 1.189
42 H -6.2950 2.9439 -0.8630  C16 1.194
43 H -4.6930 3.3943 0.0496  C16 1.189
44 H -7.2152 1.9481 1.6537  C17 1.170
45 H -7.1545 3.7808 1.2197  C17 1.194
46 H -4.8894 2.3285 3.1086  C18 1.171
47 H -6.2053 3.7080 3.4908  C18 1.192
48 H -4.7661 4.1388 2.3503  C18 1.193
49 C -3.8622 7.0831 4.3476  C50 1.520, H52 1.093, H53 1.093, H54 1.093
50 C -4.5873 6.9104 3.0228  C49 1.520, N51 1.261
51 N -5.1887 6.7673 1.9239  C50 1.261
52 H -3.3720 6.1471 4.6291  C49 1.093
53 H -3.1065 7.8685 4.2594  C49 1.093
54 H -4.5748 7.3608 5.1291  C49 1.093
55 C -2.8643 -6.3675 4.0102  C56 1.520, H58 1.093, H59 1.093, H60 1.093
56 C -2.1506 -5.6309 2.8883  C55 1.520, N57 1.261
57 N -1.5585 -5.0200 1.9576  C56 1.261
58 H -3.3440 -5.6498 4.6813  C55 1.093
59 H -3.6274 -7.0311 3.5941  C55 1.093
60 H -2.1467 -6.9636 4.5804  C55 1.093
61 C -1.2085 -0.6198 4.7614  C62 1.520, H64 1.093, H65 1.093, H66 1.093
62 C -1.8008 -1.9972 5.0115  C61 1.520, N63 1.261
63 N -2.2921 -3.1398 5.2189  C62 1.261
64 H -0.2937 -0.4954 5.3473  C61 1.093
65 H -0.9707 -0.5033 3.7004  C61 1.093
66 H -1.9256 0.1527 5.0524  C61 1.093
67 C -1.9306 -5.0787 -3.6070  C68 1.520, H70 1.093, H71 1.093, H72 1.093
68 C -3.0328 -4.6201 -2.6660  C67 1.520, N69 1.261
69 N -3.9471 -4.2396 -1.8855  C68 1.261
70 H -1.9660 -6.1657 -3.7208  C67 1.093
71 H -2.0604 -4.6134 -4.5880  C67 1.093
72 H -0.9545 -4.7945 -3.2044  C67 1.093
73 C -0.5622 2.8166 7.3087  C74 1.520, H76 1.093, H77 1.093, H78 1.093
74 C -1.2873 2.6439 5.9839  C73 1.520, N75 1.261
75 N -1.8887 2.5007 4.8849  C74 1.261
76 H -0.0720 1.8806 7.5901  C73 1.093
77 H 0.1935 3.6020 7.2205  C73 1.093
78 H -1.2748 3.0943 8.0902  C73 1.093
79 C 3.0407 -2.7782 -0.9020  C80 1.520, H82 1.093, H83 1.093, H84 1.093
80 C 2.3074 -3.7814 -1.7774  C79 1.520, N81 1.261
81 N 1.6990 -4.6136 -2.5035  C80 1.261
82 H 3.2463 -1.8673 -1.4709  C79 1.093
83 H 2.4281 -2.5244 -0.0324  C79 1.093
84 H 3.9870 -3.2048 -0.5586  C79 1.093
85 C -4.0959 5.6870 -2.8612  C86 1.520, H88 1.093, H89 1.093, H90 1.093
86 C -3.2917 4.5584 -2.2366  C85 1.520, N87 1.261
87 N -2.6247 3.6222 -1.7184  C86 1.261
88 H -3.9551 5.6892 -3.9455  C85 1.093
89 H -5.1585 5.5542 -2.6402  C85 1.093
90 H -3.7656 6.6479 -2.4572  C85 1.093
91 C 2.1016 -1.6448 -4.9654  C92 1.520, H94 1.093, H95 1.093, H96 1.093
92 C 0.6206 -1.8225 -4.6724  C91 1.520, N93 1.261
93 N -0.6079 -1.9700 -4.4295  C92 1.261
94 H 2.5928 -1.1555 -4.1198  C91 1.093
95 H 2.5680 -2.6196 -5.1329  C91 1.093
96 H 2.2335 -1.0287 -5.8590  C91 1.093
97 C 5.5606 3.7377 -1.3707  C98 1.520, H100 1.093, H101 1.093, H102 1.093
98 C 6.2030 3.5026 -2.7282  C97 1.520, N99 1.261
99 N 6.7358 3.3076 -3.8542  C98 1.261
100 H 5.8713 4.7082 -0.9743  C97 1.093
101 H 4.4714 3.7242 -1.4664  C97 1.093
102 H 5.8665 2.9535 -0.6728  C97 1.093
103 C 1.9932 4.2905 -3.8832  C104 1.520, H106 1.093, H107 1.093, H108 1.093
104 C 0.8228 5.2524 -4.0081  C103 1.520, N105 1.261
105 N -0.1480 6.0504 -4.1116  C104 1.261
106 H 1.8113 3.4011 -4.4928  C103 1.093
107 H 2.9119 4.7750 -4.2252  C103 1.093
108 H 2.1173 3.9879 -2.8399  C103 1.093
109 C 4.7019 -7.4614 -2.0887  C110 1.520, H112 1.093, H113 1.093, H114 1.093
110 C 5.2258 -6.1119 -1.6247  C109 1.520, N111 1.261
111 N 5.6603 -4.9925 -1.2400  C110 1.261
112 H 4.0482 -7.8903 -1.3243  C109 1.093
113 H 4.1351 -7.3423 -3.0162  C109 1.093
114 H 5.5372 -8.1442 -2.2669  C109 1.093
115 C 5.8357 -11.2580 -0.7616  C116 1.520, H118 1.093, H119 1.093, H120 1.093
116 C 6.5494 -10.5214 -1.8835  C115 1.520, N117 1.261
117 N 7.1415 -9.9105 -2.8141  C116 1.261
118 H 5.3560 -10.5402 -0.0904  C115 1.093
119 H 5.0726 -11.9215 -1.1777  C115 1.093
120 H 6.5533 -11.8541 -0.1913  C115 1.093
121 C 8.4016 7.6611 -1.3603  C122 1.520, H124 1.093, H125 1.093, H126 1.093
122 C 6.9206 7.4834 -1.0674  C121 1.520, N123 1.261
123 N 5.6921 7.3359 -0.8244  C122 1.261
124 H 8.8928 8.1504 -0.5148  C121 1.093
125 H 8.8680 6.6863 -1.5278  C121 1.093
126 H 8.5335 8.2772 -2.2540  C121 1.093

Entry 3:
DFT (wB97M-V/def2-TZVPD) results for one molecule with the formula C16H14FN5O.

Computed properties:
Frontier orbital gap (Eh): 0.3312
Total energy (eV): -29033.5533
Multiplicity: 1
HOMO energy (eV): -8.9

Last columns: bonded neighbours and bond lengths (Å).
Geometry (Å):
1 C -4.0962 -0.9406 -1.2892  C2 1.494, H24 1.089, H25 1.088, H26 1.085
2 C -2.7941 -0.9083 -0.5578  C1 1.494, N3 1.270, C17 1.485
3 N -2.2243 -2.0204 -0.3298  C2 1.270, N4 1.354
4 N -1.0314 -2.0637 0.3098  N3 1.354, C5 1.354, H27 1.029
5 C -0.3420 -3.2208 0.4484  N4 1.354, O6 1.203, C7 1.550
6 O -0.7054 -4.3172 0.1137  C5 1.203
7 C 1.0117 -2.9953 1.1690  C5 1.550, N8 1.430, H28 1.091, H29 1.095
8 N 1.7072 -1.8276 0.7250  C7 1.430, N9 1.314, N16 1.300
9 N 1.2098 -0.6240 0.8991  N8 1.314, C10 1.345
10 C 2.1203 0.1912 0.3387  N9 1.345, C11 1.399, C15 1.429
11 C 2.1707 1.5823 0.2024  C10 1.399, C12 1.369, H30 1.077
12 C 3.2650 2.1056 -0.4328  C11 1.369, C13 1.410, H31 1.080
13 C 4.3025 1.2921 -0.9315  C12 1.410, C14 1.369, H32 1.080
14 C 4.2796 -0.0713 -0.8097  C13 1.369, C15 1.400, H33 1.078
15 C 3.1720 -0.6346 -0.1657  C10 1.429, C14 1.400, N16 1.343
16 N 2.8501 -1.9094 0.1101  N8 1.300, C15 1.343
17 C -2.2703 0.4202 -0.1496  C2 1.485, C18 1.394, C23 1.392
18 C -2.0339 0.6987 1.1957  C17 1.394, C19 1.382, H34 1.080
19 C -1.5407 1.9295 1.5863  C18 1.382, C20 1.383, H35 1.078
20 C -1.2761 2.8760 0.6136  C19 1.383, F21 1.349, C22 1.383
21 F -0.7860 4.0773 0.9845  C20 1.349
22 C -1.4941 2.6270 -0.7297  C20 1.383, C23 1.382, H36 1.078
23 C -1.9955 1.3952 -1.1046  C17 1.392, C22 1.382, H37 1.079
24 H -4.8749 -0.4805 -0.6824  C1 1.089
25 H -4.0235 -0.3794 -2.2190  C1 1.088
26 H -4.3619 -1.9701 -1.5069  C1 1.085
27 H -0.5732 -1.1912 0.6055  N4 1.029
28 H 1.6512 -3.8591 0.9830  C7 1.091
29 H 0.8040 -2.9124 2.2409  C7 1.095
30 H 1.3790 2.2017 0.5901  C11 1.077
31 H 3.3443 3.1752 -0.5578  C12 1.080
32 H 5.1381 1.7694 -1.4217  C13 1.080
33 H 5.0697 -0.7000 -1.1865  C14 1.078
34 H -2.2632 -0.0454 1.9447  C18 1.080
35 H -1.3584 2.1579 2.6242  C19 1.078
36 H -1.2716 3.3890 -1.4597  C22 1.078
37 H -2.1586 1.1831 -2.1504  C23 1.079

Entry 4:
DFT (wB97M-V/def2-TZVPD) results for a 4-piece molecular cluster, C4H12O3 overall.

Computed properties:
Frontier orbital gap (alpha / beta) (Eh): 0.2802 / 0.1838
Total energy (eV): -10474.5759
Energy relative to the best compared isomer or geometry (same formula, charge and spin) (eV): 1.686
Charge: +1
Multiplicity: 2
HOMO energy (alpha / beta) (eV): -13.6 / -13.6

Last columns: bonded neighbours and bond lengths (Å).
Geometry (Å):
1 C -2.5661 0.5400 0.9971  C2 1.385, H5 1.079, H6 1.081
2 C -1.7173 1.6281 0.8783  C1 1.385, C3 1.404, H7 1.085
3 C -0.7654 1.9168 1.8693  C2 1.404, C4 1.381, H8 1.083
4 C 0.3147 2.7448 1.6350  C3 1.381, H9 1.082, H10 1.083
5 H -2.5593 0.0260 1.9452  C1 1.079
6 H -3.2568 0.3296 0.1920  C1 1.081
7 H -1.5467 2.0660 -0.0999  C2 1.085
8 H -0.8357 1.4118 2.8247  C3 1.083
9 H 0.9916 2.9522 2.4538  C4 1.082
10 H 0.6098 3.0456 0.6370  C4 1.083
11 H 1.3138 -3.6474 -0.4116  O13 0.958
12 H 1.8967 -4.8728 -1.2090  O13 0.959
13 O 1.7420 -4.5014 -0.3386  H11 0.958, H12 0.959
14 H 2.1640 0.2913 -1.2536  O16 0.963
15 H 2.3061 0.1312 0.2757  O16 0.967
16 O 2.7984 0.0965 -0.5561  H14 0.963, H15 0.967
17 H 0.4292 -1.4973 -3.0565  O19 0.966
18 H -0.8425 -1.4882 -3.8097  O19 0.966
19 O -0.4765 -1.1727 -2.9731  H17 0.966, H18 0.966

Entry 5:
DFT (wB97M-V/def2-TZVPD) results for a 19-piece molecular cluster, H37O19 overall.

Computed properties:
Frontier orbital gap (Eh): 0.3544
Total energy (eV): -39504.6417
Energy relative to the best compared isomer or geometry (same formula, charge and spin) (eV): 3.640
Charge: -1
Multiplicity: 1
HOMO energy (eV): -7.7

Last columns: bonded neighbours and bond lengths (Å).
Geometry (Å):
1 O 3.2044 3.9323 0.1385  H2 0.965, H3 0.975
2 H 3.4021 3.5270 -0.7152  O1 0.965
3 H 2.7266 3.1628 0.4987  O1 0.975
4 O 0.3785 0.1503 0.2851  H6 0.958
5 H -0.8256 -0.8169 1.4954  O39 0.965
6 H 0.6824 0.7365 0.9794  O4 0.958
7 O -2.3968 1.6264 2.7826  H9 0.973, H34 0.964
8 H -0.8565 1.0632 0.0317  O22 1.069
9 H -2.9821 1.2699 3.4728  O7 0.973
10 O -3.4777 -3.6650 1.1158  H11 0.956, H12 0.961
11 H -3.0191 -4.2644 0.5282  O10 0.956
12 H -2.8996 -2.9830 1.4693  O10 0.961
13 O 0.9373 -4.2267 0.5244  H14 0.971, H15 0.990
14 H -0.0325 -4.1864 0.4914  O13 0.971
15 H 1.1895 -3.3684 0.1002  O13 0.990
16 O -1.4631 -2.9398 -3.6798  H17 0.968, H18 0.962
17 H -0.6749 -3.2886 -3.2396  O16 0.968
18 H -1.1746 -2.0281 -3.7816  O16 0.962
19 O 1.9929 -2.3025 2.7510  H20 0.953, H21 0.955
20 H 2.0658 -3.2378 2.9167  O19 0.953
21 H 1.4892 -2.0632 1.9754  O19 0.955
22 O -1.5300 1.6019 -0.6002  H8 1.069, H38 0.968
23 H -1.8070 0.1050 2.2501  O39 0.964
24 O -1.0581 1.0215 -3.2406  H25 0.962, H26 0.966
25 H -0.9613 0.0653 -3.2849  O24 0.962
26 H -0.7432 1.4794 -2.4508  O24 0.966
27 O 4.5236 0.4933 -2.1492  H28 0.960, H29 0.956
28 H 4.4327 -0.4415 -1.9505  O27 0.960
29 H 4.2667 1.0898 -1.4477  O27 0.956
30 O -3.6437 -0.5190 -0.0377  H31 0.957, H32 0.959
31 H -3.7097 -0.0331 0.7842  O30 0.957
32 H -3.1058 -1.3121 -0.0096  O30 0.959
33 O 1.2254 1.6014 3.7261  H35 0.968, H41 0.990
34 H -2.3987 2.4974 3.1967  O7 0.964
35 H 0.8088 1.2611 2.9212  O33 0.968
36 O 1.9118 1.9132 -1.3093  H37 0.986, H40 0.976
37 H 1.3989 1.2693 -0.7669  O36 0.986
38 H -2.1545 0.9277 -0.9048  O22 0.968
39 O -1.6205 -0.8180 2.0432  H5 0.965, H23 0.964
40 H 1.7458 1.5009 -2.1780  O36 0.976
41 H 0.9364 2.5485 3.7359  O33 0.990
42 O -1.5225 4.0014 -1.1094  H43 1.013, H44 0.978
43 H -2.0060 3.1389 -0.8873  O42 1.013
44 H -0.8992 3.5152 -1.6849  O42 0.978
45 O -0.3530 3.5241 2.3755  H46 0.966, H47 0.959
46 H -0.8470 2.8219 2.8177  O45 0.966
47 H -0.5560 3.7669 1.4705  O45 0.959
48 O 0.5964 -1.2909 -3.0561  H49 0.982, H50 0.953
49 H 1.1470 -1.1551 -3.8581  O48 0.982
50 H 0.9978 -1.1241 -2.2083  O48 0.953
51 O -0.7681 -1.6276 -1.0345  H52 0.993, H53 0.963
52 H -0.0543 -1.0526 -0.6523  O51 0.993
53 H -1.4068 -0.9338 -1.2283  O51 0.963
54 O 3.1824 -2.1401 -0.0568  H55 0.977, H56 0.974
55 H 3.4088 -2.0145 0.8853  O54 0.977
56 H 2.2966 -1.7792 -0.2405  O54 0.974

Q: The highest total energy belongs to which entry?
A: C4H12O3